A cluster of 5 separate species, C12H41F2N8O7P2S2 in total, computed with ωB97M-V/def2-TZVPD.

Computed properties:
Relative energy (zero: lowest compared OMol25 entry of this formula, charge and spin) (kcal/mol): 0.0
Multiplicity: 1
Total charge: -1

Structure (XYZ):
```
74
Properties=species:S:1:pos:R:3:mulliken_charge:R:1
N 1.476 -0.205 -0.274 0.838
H 2.449 -0.090 0.158 0.618
H 0.886 0.493 0.211 -0.005
H 1.155 -1.173 -0.197 0.085
H 1.517 0.096 -1.271 0.459
N 1.386 0.689 -2.850 -0.348
S 0.639 1.740 -3.726 0.905
O -0.382 1.265 -4.643 -0.654
O 1.343 2.972 -4.036 -0.632
F -0.320 2.242 -2.510 -0.244
S 2.537 0.390 -4.063 0.952
O 3.623 1.324 -4.098 -0.588
O 2.083 -0.284 -5.274 -0.584
F 3.258 -0.767 -3.243 -0.275
O 3.824 -0.032 0.799 -0.995
H 4.407 -0.432 1.444 0.088
O -0.171 1.570 0.922 -0.742
P 0.062 2.922 1.486 0.061
N -1.058 4.096 0.986 0.301
C -0.851 5.507 1.205 -1.104
C -2.316 3.612 0.379 -0.943
N 1.570 3.556 1.040 0.104
C 1.797 3.826 -0.389 -1.259
C 2.711 3.072 1.753 -0.978
N 0.014 2.963 3.195 0.226
C -0.015 1.636 3.852 -0.945
C 0.333 4.089 4.056 -0.983
H -1.188 5.785 2.209 0.220
H -1.353 6.093 0.436 0.397
H 0.226 5.681 1.150 0.375
H -2.271 3.643 -0.713 0.270
H -3.165 4.197 0.732 0.400
H -2.440 2.554 0.602 0.197
H 2.059 2.890 -0.884 0.456
H 0.931 4.221 -0.918 0.334
H 2.587 4.559 -0.554 0.409
H 3.604 3.282 1.167 0.455
H 2.866 3.704 2.644 0.198
H 2.667 2.035 2.095 0.321
H -0.483 1.746 4.833 0.454
H -0.642 0.903 3.350 0.126
H 0.991 1.243 4.008 0.344
H 1.328 4.517 3.921 0.295
H 0.340 3.758 5.097 0.397
H -0.456 4.842 4.046 0.247
O 0.679 -2.881 -0.330 -1.165
P -0.615 -3.558 -0.523 0.320
N -0.586 -5.213 -0.394 0.223
C -0.540 -5.706 1.005 -1.086
C 0.223 -5.902 -1.431 -1.164
N -1.296 -3.213 -2.031 0.350
C -2.334 -4.029 -2.629 -1.078
C -0.791 -2.016 -2.690 -0.898
N -1.814 -3.130 0.613 0.421
C -1.716 -1.878 1.381 -1.289
C -3.156 -3.676 0.540 -1.092
H -0.299 -6.767 1.038 0.374
H -1.313 -5.401 1.703 0.315
H 0.355 -5.248 1.447 0.359
H -0.282 -6.854 -1.591 0.367
H 1.247 -6.033 -1.081 0.331
H 0.227 -5.314 -2.345 0.402
H -2.382 -3.812 -3.700 0.441
H -2.173 -5.095 -2.481 0.334
H -3.356 -3.773 -2.333 0.266
H -0.624 -1.248 -1.936 -0.046
H 0.120 -2.199 -3.264 0.326
H -1.506 -1.613 -3.409 0.554
H -0.675 -1.708 1.661 0.274
H -2.035 -1.033 0.768 0.468
H -2.256 -2.008 2.318 0.485
H -3.822 -3.365 1.348 0.362
H -3.133 -4.767 0.540 0.366
H -3.703 -3.295 -0.327 0.229
```

***

A cluster of 9 separate species, C12H41N14O12 in total, computed with ωB97M-V/def2-TZVPD.

Computed properties:
Multiplicity: 1
Total charge: -1
Calculated total energy (Eh): -2151.32377

Structure (XYZ):
```
79
Properties=species:S:1:pos:R:3:mulliken_charge:R:1
N -21.360 -18.966 -14.218 0.128
O -21.853 -20.055 -13.935 -0.793
O -21.298 -18.018 -13.395 -0.451
O -21.137 -18.661 -15.355 0.279
C -18.714 -16.832 -17.124 0.465
O -17.779 -16.152 -17.508 -0.758
N -19.479 -17.567 -17.860 -0.194
N -19.211 -16.715 -15.973 -0.343
H -20.110 -18.139 -17.318 0.112
H -19.297 -17.600 -18.853 0.124
H -18.632 -16.340 -15.235 0.206
H -19.984 -17.286 -15.662 0.275
C -22.029 -23.828 -13.290 0.453
O -22.119 -24.917 -12.763 -0.778
N -22.105 -22.740 -12.618 -0.192
N -21.855 -23.578 -14.540 -0.011
H -22.150 -22.775 -11.610 0.165
H -22.012 -21.796 -12.966 0.342
H -21.639 -22.697 -14.985 0.085
H -21.566 -24.455 -14.950 0.224
C -19.947 -18.983 -9.839 0.581
O -19.414 -17.938 -9.842 -0.689
N -20.918 -19.418 -10.585 -0.238
N -19.837 -19.952 -8.971 -0.435
H -21.227 -18.653 -11.166 0.002
H -21.443 -20.131 -10.099 0.315
H -20.110 -20.866 -9.303 0.193
H -19.332 -19.764 -8.117 0.215
C -24.271 -16.905 -16.968 0.649
O -25.032 -17.882 -16.866 -0.718
N -23.064 -17.002 -16.550 -0.182
N -24.551 -15.788 -17.575 -0.447
H -22.781 -17.754 -15.938 -0.057
H -22.416 -16.241 -16.695 0.151
H -24.011 -14.944 -17.448 0.177
H -25.304 -15.825 -18.247 0.247
C -19.442 -21.875 -16.114 0.547
O -19.044 -22.945 -16.541 -0.696
N -20.611 -21.316 -16.443 0.172
N -18.942 -21.156 -15.111 -0.217
H -20.655 -20.365 -16.104 -0.180
H -21.195 -21.657 -17.193 0.220
H -18.091 -21.379 -14.614 0.235
H -19.702 -20.690 -14.636 0.064
C -23.508 -15.487 -11.899 0.622
O -24.210 -14.599 -12.179 -0.677
N -22.228 -15.356 -11.815 -0.440
N -23.887 -16.697 -11.937 -0.276
H -21.950 -14.386 -11.876 0.250
H -21.825 -16.104 -12.362 0.220
H -24.894 -16.775 -11.930 0.209
H -23.318 -17.481 -11.652 0.100
C -22.622 -25.762 -19.021 -0.691
O -23.339 -24.577 -18.840 -0.427
C -22.885 -23.853 -17.651 -0.669
C -23.390 -22.361 -17.498 -0.876
N -22.675 -21.432 -18.408 -0.658
C -23.223 -20.095 -18.093 -0.361
C -22.758 -19.087 -19.326 -0.409
O -22.950 -19.710 -20.613 -0.379
C -22.287 -18.992 -21.621 -0.840
H -22.995 -26.218 -19.938 0.259
H -22.827 -26.341 -18.121 0.292
H -21.593 -25.456 -19.212 0.293
H -21.803 -23.724 -17.655 0.410
H -23.180 -24.375 -16.741 0.482
H -23.131 -22.021 -16.495 0.425
H -24.473 -22.383 -17.617 0.639
H -23.052 -21.581 -19.333 0.438
H -22.704 -19.737 -17.203 -0.190
H -24.306 -20.056 -17.980 0.541
H -21.725 -18.857 -19.064 0.056
H -23.387 -18.197 -19.373 0.545
H -21.210 -19.112 -21.739 0.308
H -22.476 -17.918 -21.630 0.304
H -22.765 -19.292 -22.553 0.309
O -18.546 -17.647 -12.416 -0.746
H -18.946 -17.603 -11.548 0.343
H -19.285 -17.758 -13.015 0.349
```

***

A cluster of 7 separate species, C12H41N3O7 in total, computed with ωB97M-V/def2-TZVPD.

Computed properties:
Relative energy (zero: lowest compared OMol25 entry of this formula, charge and spin) (kcal/mol): 23.9
Multiplicity: 1
SMILES string: COC[C@H](C)N.COC[C@H](C)N.COC[C@H](C)N.O.O.O.O

Structure (XYZ):
```
63
Properties=species:S:1:pos:R:3:mulliken_charge:R:1
C 3.361 1.471 -0.020 -0.771
O 3.671 0.268 0.754 -0.233
C 4.231 -0.831 0.009 -1.065
C 3.219 -1.784 -0.552 0.779
C 2.354 -2.385 0.538 -1.073
N 3.881 -2.801 -1.324 -0.733
H 2.880 2.135 0.698 0.210
H 2.742 1.259 -0.862 0.329
H 4.257 2.041 -0.297 0.301
H 4.873 -0.507 -0.789 0.383
H 4.867 -1.402 0.663 0.375
H 2.540 -1.252 -1.237 0.129
H 1.603 -2.981 0.014 0.361
H 1.875 -1.669 1.233 0.091
H 2.918 -3.063 1.193 0.295
H 4.506 -3.346 -0.706 0.291
H 3.192 -3.435 -1.648 0.279
C 3.726 1.626 6.199 -0.689
O 2.483 2.046 5.673 -0.427
C 2.055 1.745 4.383 -0.403
C 1.439 0.381 4.076 0.514
C 2.307 -0.822 4.402 -1.395
N 1.113 0.394 2.655 -0.268
H 4.551 1.623 5.488 0.283
H 3.600 0.644 6.661 0.257
H 3.913 2.302 7.037 0.257
H 1.355 2.565 4.166 0.134
H 2.942 1.832 3.753 0.298
H 0.565 0.345 4.739 0.219
H 1.829 -1.779 4.099 0.314
H 2.566 -0.879 5.451 0.392
H 3.270 -0.751 3.854 0.257
H 1.956 0.197 2.066 -0.003
H 0.778 1.310 2.418 0.373
C -6.413 -2.273 -6.017 -0.716
O -6.080 -0.998 -5.416 -0.345
C -5.407 -0.998 -4.169 -0.615
C -4.808 0.313 -3.843 0.304
C -3.756 0.748 -4.928 -1.414
N -4.095 0.110 -2.566 -0.602
H -5.487 -2.856 -6.176 0.300
H -6.984 -2.042 -6.920 0.227
H -6.947 -2.837 -5.272 0.318
H -6.196 -1.162 -3.468 0.371
H -4.703 -1.861 -4.251 0.288
H -5.586 1.103 -3.865 0.194
H -4.177 0.853 -5.932 0.344
H -2.959 0.002 -5.015 0.338
H -3.281 1.684 -4.660 0.404
H -3.651 1.014 -2.431 0.258
H -4.829 -0.066 -1.831 0.269
O -2.085 -1.422 -1.230 -0.710
H -2.713 -0.957 -1.838 0.461
H -2.675 -1.826 -0.594 0.282
O -0.159 3.157 2.340 -0.597
H -0.726 3.776 2.736 0.249
H -0.238 3.227 1.350 0.328
O -0.650 3.022 -0.503 -0.725
H -0.390 2.066 -0.407 0.388
H -0.290 3.270 -1.362 0.331
O -0.638 0.477 0.412 -0.637
H -0.406 0.052 1.299 0.306
H -1.092 -0.076 -0.229 0.340
```

***

A cluster of 8 separate species, C12H41NO12 in total, computed with ωB97M-V/def2-TZVPD.

Computed properties:
Relative energy (zero: lowest compared OMol25 entry of this formula, charge and spin) (kcal/mol): 34.1
Multiplicity: 1
SMILES string: COC[C@H](C)N.OCCO.OCCO.OCCO.OCCO.O.O.O

Structure (XYZ):
```
66
Properties=species:S:1:pos:R:3:mulliken_charge:R:1
C 14.201 18.103 -7.173 -0.732
O 13.942 17.123 -6.175 -0.349
C 14.256 15.755 -6.574 -0.901
C 13.063 15.085 -7.365 0.483
C 11.695 15.379 -6.757 -1.307
N 13.198 13.618 -7.474 -0.429
H 15.249 18.211 -7.452 0.325
H 13.892 19.082 -6.805 0.264
H 13.705 17.914 -8.125 0.299
H 15.259 15.704 -6.999 0.382
H 14.273 15.199 -5.637 0.395
H 13.223 15.569 -8.329 0.183
H 11.585 15.038 -5.728 0.303
H 10.863 15.054 -7.383 0.351
H 11.526 16.451 -6.864 0.431
H 12.639 13.131 -6.787 0.136
H 14.137 13.365 -7.204 0.259
O 11.138 3.952 -8.204 -0.629
C 11.225 5.157 -9.007 -0.330
C 12.611 5.736 -8.946 0.330
O 13.574 4.733 -8.845 -0.614
H 10.244 3.611 -8.283 0.316
H 10.974 4.979 -10.053 0.296
H 10.536 5.936 -8.682 0.284
H 12.653 6.556 -8.228 -0.193
H 12.737 6.269 -9.888 0.170
H 13.084 3.995 -8.476 0.353
O 17.603 8.742 -7.365 -0.557
C 16.725 8.632 -8.429 -0.389
C 16.477 7.175 -8.820 -0.267
O 15.683 6.600 -7.801 -0.522
H 17.109 8.586 -6.557 0.327
H 15.829 9.155 -8.094 0.154
H 17.178 9.165 -9.266 0.348
H 17.432 6.649 -8.802 0.295
H 16.013 7.100 -9.803 0.353
H 15.204 5.849 -8.159 0.246
O 9.813 7.319 -10.906 -0.465
C 9.795 8.662 -10.495 -0.154
C 10.679 9.512 -11.296 -0.100
O 10.103 9.981 -12.456 -0.532
H 9.495 7.354 -11.811 0.260
H 8.735 8.903 -10.569 0.317
H 10.113 8.604 -9.454 0.066
H 11.660 9.061 -11.450 0.215
H 10.933 10.375 -10.680 0.086
H 10.138 9.206 -13.022 0.357
O 11.500 11.607 -6.432 -0.704
C 10.289 11.477 -7.055 -0.057
C 9.237 12.154 -6.141 -0.448
O 9.315 11.521 -4.885 -0.574
H 11.370 11.558 -5.482 0.274
H 10.301 11.948 -8.037 0.292
H 10.166 10.410 -7.240 0.181
H 8.230 12.116 -6.557 0.435
H 9.588 13.185 -6.101 0.157
H 8.655 11.737 -4.221 0.302
O 13.242 8.615 -5.309 -0.580
H 12.531 8.053 -5.616 0.301
H 12.827 9.205 -4.680 0.277
O 12.516 9.855 -8.418 -0.443
H 12.848 9.079 -7.967 0.171
H 12.293 10.465 -7.715 0.283
O 12.843 12.389 -9.888 -0.720
H 12.947 11.464 -9.665 0.277
H 12.878 12.844 -9.046 0.467
```